{"formula": "C4H13NO2", "method": "the ωB97M-V functional and the def2-TZVPD basis", "homo_lumo_gap_ev": 9.00, "smiles": "CC(C)=CN.O.O", "de_lowest_kj_mol": 156.9, "homo_energy_ev": -8.3, "species": ["C", "C", "C", "C", "N", "H", "H", "H", "H", "H", "H", "H", "H", "H", "O", "H", "H", "O", "H", "H"], "xyz": [[-1.55817, 0.62366, -0.82073], [-1.34116, -0.32096, 0.37108], [-2.24383, -0.10507, 1.63350], [-0.23227, -1.12599, 0.55088], [0.79255, -1.40694, -0.39208], [-0.82890, 0.32605, -1.57062], [-1.33302, 1.66261, -0.56785], [-2.63911, 0.54548, -1.12590], [-1.97000, 0.78832, 2.36182], [-2.31044, -1.05214, 2.12215], [-3.18447, 0.12759, 1.36927], [0.19263, -1.28350, 1.54628], [1.09926, -2.40335, -0.18038], [0.38576, -1.36002, -1.33302], [3.80753, -0.58138, 0.10040], [2.85055, -0.60238, 0.01350], [3.94218, 0.31202, 0.35821], [1.41296, 2.23639, -1.34400], [1.25006, 1.39254, -0.94023], [1.90787, 2.22709, -2.15227]]}